Record 1
3 unconnected molecules or ions with the total composition C6H12Cl4N3 in a non-equilibrium geometry. Source: the OMol25 dataset; level of theory: wB97M-V/def2-TZVPD.

```
25
Properties=species:S:1:pos:R:3:forces:R:3:mulliken_charge:R:1
C -0.95139 -0.85641 1.36547 -0.056 -0.469 -1.518 -0.7760
C 1.37041 -0.71178 1.18443 2.978 -0.328 0.569 -0.7886
H 2.25603 0.67319 -0.57546 -1.910 -1.642 1.174 0.2724
Cl 3.68449 1.69140 1.82608 0.026 -0.305 0.611 -0.1106
H 1.31415 -0.88933 -0.91654 -0.364 0.358 -0.635 0.1911
H -1.82970 -1.48712 1.34805 -0.082 -0.559 -0.105 0.3969
N 0.27482 -1.60882 1.50070 -0.283 0.553 -1.622 -0.1986
N 0.07799 0.75179 -0.27217 2.086 -1.991 -0.120 0.2018
H -1.12707 -0.89605 -0.67650 -0.584 -0.055 -1.584 0.3916
H 3.85653 2.82593 -1.32905 0.244 0.688 -1.840 0.1402
Cl 0.71464 -3.95670 -1.29534 0.933 -0.428 0.154 -0.3023
H 1.87685 -4.53643 -1.06462 -0.943 0.463 -0.165 0.2844
H 2.33347 -1.32363 1.40660 -1.342 1.220 -0.925 0.2344
H 0.26884 -2.27632 0.71397 0.079 -0.265 0.794 0.2300
H 1.44482 0.13778 1.85314 -0.403 -0.102 0.675 0.4417
C 0.16360 2.00253 -0.31879 -1.896 1.974 -0.426 0.3571
C 4.18570 2.28886 0.31608 0.173 0.396 0.669 0.6026
C 1.37016 -0.03650 -0.24206 0.884 0.039 0.204 -0.1819
H -1.13010 -0.25880 2.20503 0.200 1.418 1.207 0.4130
H 1.13217 2.46725 -0.40584 0.189 0.255 -0.029 0.2954
C -1.06881 -0.07110 -0.01957 -0.416 0.659 3.377 -0.6208
Cl -1.25871 3.04408 -0.36170 1.485 -0.982 0.197 -0.0968
Cl 5.86535 2.79951 0.32638 -0.896 -0.291 -0.337 -0.1071
N 3.33643 2.40392 -0.60381 0.829 -0.060 0.861 -0.5382
H -1.84660 0.64287 0.23023 -0.930 -0.544 -1.186 0.2682
```
Positions in Å, forces in eV/Å.

## Properties
HOMO energy: -13.03 eV
gap between HOMO and LUMO: 9.00 eV
charge: +1


Record 2
A molecular structure, C23H15N6O9STi. Source: the OMol25 dataset; level of theory: wB97M-V/def2-TZVPD.

```
55
Properties=species:S:1:pos:R:3:forces:R:3:mulliken_charge:R:1
C 0.79827 1.47789 -3.13984 0.054 0.165 0.099 -0.5076
H 2.54809 4.44014 -1.37891 0.009 0.009 0.011 0.3914
O 0.96325 -0.65490 2.46277 0.140 -0.094 -0.285 -0.4715
H -2.46851 3.48641 0.36428 -0.015 0.000 0.009 0.5143
C -0.90006 0.72577 2.41486 0.196 0.153 0.462 0.8005
N 4.15090 0.41606 3.90498 -0.087 -0.006 -0.132 -0.9448
H 0.30789 0.63450 -3.60659 -0.003 -0.016 -0.003 0.4835
H -3.65534 -1.54703 -2.40615 -0.009 0.005 -0.011 0.4949
C -1.45622 -4.62825 -1.61575 0.002 0.013 0.037 -0.7023
O 1.02058 0.21740 -1.15459 0.008 0.022 0.023 -0.1970
C 1.23452 1.35407 -1.82334 -0.014 0.014 0.097 0.2213
C 0.98605 2.67703 -3.80751 -0.044 -0.088 -0.030 -0.5183
N -4.46759 -3.76210 -3.62392 -0.435 -0.129 0.719 1.0026
C 1.60676 3.74846 -3.17466 0.024 0.045 0.018 -0.6585
Ti 1.11693 -0.40716 0.57423 0.204 -0.663 0.120 0.0825
H 3.01901 3.15070 0.51911 -0.005 -0.014 0.019 0.3119
C 2.05446 3.61308 -1.87394 -0.035 -0.064 -0.026 -0.8547
O -4.74261 -4.87324 -4.03177 0.163 0.024 -0.252 -0.6194
C -1.76150 1.58947 3.05166 -0.232 -0.141 -0.268 -0.7724
N -0.57157 0.82343 1.11700 0.043 0.035 -0.086 0.6045
O -3.90852 3.21782 3.95244 0.090 -0.062 0.010 -0.7017
O -0.51106 -0.89458 4.13932 0.090 0.147 0.063 -0.6301
O 0.38585 -2.07777 0.18390 0.057 0.462 -0.221 -0.1384
C -2.34329 2.61696 2.30945 0.021 -0.048 0.001 0.2498
C 1.88309 2.41481 -1.17340 -0.023 -0.012 -0.148 1.0902
H -2.00035 1.46250 4.09780 -0.008 0.008 0.006 0.6005
C -1.13714 -3.38960 -1.06559 0.171 -0.072 -0.148 -0.0817
C -0.14054 -0.35984 3.13094 -0.105 0.018 -0.018 0.2476
O 0.66542 -4.28607 0.20858 0.126 0.005 -0.303 -0.6223
C -1.16663 1.78031 0.38793 -0.057 -0.003 -0.026 -0.2755
N 4.50130 -1.80455 2.83124 -0.006 0.022 -0.066 -0.2555
N 2.44244 1.25959 0.92832 -0.072 0.327 -0.189 1.3296
H -0.91184 1.81415 -0.66294 -0.020 0.017 0.019 0.5874
H 4.73534 -1.40786 3.74748 -0.012 0.020 -0.001 0.3474
S 3.42957 -1.45424 0.48304 -0.253 0.007 0.162 -0.4151
C 3.84781 -0.98617 2.05452 0.020 0.032 0.070 0.2117
O -5.13899 -2.77066 -3.82466 0.166 0.061 -0.242 -0.6095
C -1.92222 -2.27630 -1.34454 -0.002 -0.043 -0.047 0.0763
C 3.63165 0.38429 2.71545 0.161 -0.109 0.257 0.7403
H 4.00721 1.33641 4.30905 0.006 0.002 0.014 0.3068
C -3.02527 -2.39216 -2.17609 0.082 -0.090 0.028 -0.6906
H 0.63899 2.77876 -4.82756 -0.001 0.006 -0.009 0.3929
H 1.74141 4.68470 -3.69875 0.001 0.010 -0.002 0.3924
C -2.03840 2.68758 0.95274 0.079 0.016 -0.034 -0.9545
C -3.30510 -3.63338 -2.71652 -0.005 0.008 -0.289 0.1449
C 0.08768 -3.30345 -0.18300 -0.418 -0.064 0.511 0.1404
H -2.81223 -5.70787 -2.90176 -0.019 -0.007 -0.018 0.4827
C 2.45536 2.29616 0.15189 0.015 -0.081 0.096 -0.6322
C -2.54718 -4.76236 -2.45572 0.058 0.131 0.076 -0.4963
H -1.67289 -1.31769 -0.91712 0.050 0.059 0.054 0.5854
N 3.13446 1.44872 2.08706 -0.097 -0.057 -0.097 -1.4049
H 4.68881 -2.75068 2.54630 -0.002 -0.019 -0.013 0.1994
O -3.34103 4.74325 2.37653 0.039 -0.031 -0.118 -0.7146
H -0.83134 -5.47658 -1.37306 0.006 0.005 0.002 0.5055
C -3.30564 3.64405 2.95478 -0.102 0.061 0.100 0.3306
```
Positions in Å, forces in eV/Å.

## Properties
HOMO energy: -5.55 eV
gap between HOMO and LUMO: 6.29 eV
charge: -1


Asked for relative energy (zero: lowest compared OMol25 entry of this formula, charge and spin) across the records above, the calculation gives 0.00, 19.17 kJ/mol in order.
Asked for molar mass across the records above, the calculation gives 268.0, 599.3 g/mol in order.